# C14H11F6N3O5S2Se2Ti

A structure of composition C14H11F6N3O5S2Se2Ti (ωB97M-V/def2-TZVPD, the Open Molecules 2025 dataset).

Calculated values
Calculated total energy (eV): -221187.440
HOMO (eV): -7.8
Orbital gap (eV): 7.02
2S+1: 1
Net charge: 0

Each line ends with the Mulliken charge.
Cartesian coordinates (Å):
Ti -0.0228 -0.2140 0.0330  0.25
F -1.6949 -3.4603 -0.8916  -0.13
C -2.0326 -3.6694 0.3546  0.60
F -3.1155 -2.9562 0.6399  -0.19
F -2.3798 -4.9708 0.4725  -0.25
S -2.7471 -0.0622 0.0498  0.36
O -1.7888 -0.5036 -1.0726  -0.57
O -1.7093 -0.1952 1.2147  -0.58
N -2.9406 1.5530 -0.1244  -0.47
S -1.7781 2.4156 0.4000  0.99
O -0.4379 1.8402 0.0054  0.01
O -1.8204 2.8949 1.7432  -0.62
C -1.8636 3.9114 -0.6611  0.61
F -3.0107 4.5405 -0.4596  -0.20
F -1.7576 3.5848 -1.9499  -0.21
F -0.8539 4.7155 -0.3357  -0.21
Se 1.1501 -2.3508 -0.7978  -0.10
Se -0.7146 -3.6121 1.8548  0.06
C 0.2417 -2.0214 2.5028  0.55
C 0.3656 -2.2845 3.8754  -0.96
C 1.0252 -1.3825 4.6832  -0.40
C 1.5140 -0.2134 4.1233  -1.03
C 1.3240 -0.0051 2.7828  0.03
N 0.7034 -0.8833 1.9698  0.48
C 0.8579 -1.3164 -2.3456  0.49
C 0.8602 -1.7701 -3.6616  -0.91
C 0.5912 -0.8557 -4.6599  -0.11
C 0.2932 0.4681 -4.3355  -1.01
C 0.2652 0.8313 -3.0078  -0.17
N 0.5729 -0.0450 -2.0471  0.38
H -0.0542 -3.1845 4.3009  0.39
H 1.1348 -1.5768 5.7421  0.40
H 2.0169 0.5357 4.7173  0.45
H 1.6709 0.9012 2.3088  0.22
H 1.0675 -2.8087 -3.8739  0.46
H 0.5954 -1.1695 -5.6961  0.40
H 0.0643 1.1959 -5.1003  0.44
H -0.0068 1.8256 -2.6799  0.35
C 2.2774 2.1510 0.0344  -1.19
C 2.0982 0.6333 -0.0316  1.14
O 3.0814 -0.0476 -0.1458  -0.63
H 3.3332 2.3663 0.1972  0.40
H 1.6566 2.6186 0.7952  0.23
H 1.9680 2.5762 -0.9232  0.25

=====

# C14H11N

The molecule C14H11N (ωB97M-V/def2-TZVPD, the Open Molecules 2025 dataset).

Calculated values
Structure (SMILES): Nc1cc2ccccc2c2ccccc12
Calculated total energy (eV): -16183.121
HOMO (eV): -8.3
Orbital gap (eV): 8.88
2S+1: 1
Net charge: 0

Each line ends with the Mulliken charge.
Cartesian coordinates (Å):
C -0.8543 1.7197 -0.0577  0.34
C 0.4076 1.8483 -0.0111  -0.74
C 1.4639 0.8415 -0.0982  0.70
C 2.8301 1.1052 -0.3440  -0.72
C 3.6191 0.0556 -0.0243  -0.52
C 3.2772 -1.4289 0.0108  -0.60
C 1.8638 -1.5227 0.0543  -0.83
C 0.9253 -0.4199 0.0075  0.66
C -0.5532 -0.6935 0.1604  0.33
C -1.0949 -1.8975 0.3076  -0.36
C -2.3616 -2.1938 -0.0035  -0.67
C -3.2515 -1.1880 -0.3227  -0.53
C -2.7399 0.1281 -0.4134  -0.81
C -1.3814 0.3222 -0.0069  0.81
H -1.3527 3.5891 -0.0158  0.29
H -2.2639 2.7037 1.3447  0.30
H 0.7364 2.9251 0.1670  0.08
H 3.2037 2.1886 -0.2410  0.29
H 4.6318 0.1852 -0.3187  0.38
H 3.9673 -2.3038 -0.2104  0.33
H 1.4989 -2.5138 0.1738  0.25
H -0.3357 -2.6648 0.7475  0.20
H -2.7255 -3.1501 -0.0311  0.47
H -4.2215 -1.4299 -0.6293  0.45
H -3.3615 0.9545 -0.4545  0.52
N -1.9274 2.8402 0.2089  -0.61

=====

# C14H11N

The molecule C14H11N (ωB97M-V/def2-TZVPD, the Open Molecules 2025 dataset).

Calculated values
Structure (SMILES): Nc1cccc2cc3ccccc3cc12
Calculated total energy (eV): -16182.075
HOMO (eV): -7.3
Orbital gap (eV): 7.22
2S+1: 1
Net charge: 0

Each line ends with the Mulliken charge.
Cartesian coordinates (Å):
C 2.4466 0.8252 0.0480  0.88
C 3.5487 0.1690 0.3095  -0.92
C 3.2833 -1.3060 0.2431  -0.19
C 2.0302 -1.9484 -0.1246  -0.85
C 0.9066 -1.1132 -0.4118  0.35
C -0.4390 -1.5678 -0.1401  -0.83
C -1.4527 -0.6222 -0.1010  1.47
C -2.8471 -1.1949 0.1348  -0.86
C -3.9785 -0.5005 0.1705  -0.02
C -3.9091 0.9245 0.2338  -0.80
C -2.5636 1.3482 0.0676  -0.39
C -1.2586 0.6884 -0.2084  -0.01
C 0.0492 1.2007 -0.2002  -0.78
C 1.0725 0.3281 -0.2680  0.89
H 3.5315 2.4242 -0.0814  0.24
H 1.9765 2.8959 -0.6120  0.24
H 4.5726 0.4211 0.7751  0.26
H 4.1890 -1.9119 0.7006  0.19
H 2.0846 -3.0390 0.0133  0.33
H -0.8084 -2.6106 0.2370  0.25
H -3.1464 -2.3498 -0.2657  0.10
H -4.8945 -1.1837 0.1005  0.26
H -4.5939 1.8132 0.6271  0.26
H -2.6225 2.4271 -0.1903  0.26
H 0.2486 2.2796 -0.1254  0.23
N 2.5901 2.2068 0.0430  -0.58

=====

# C14H11N2O3Yb

A structure of composition C14H11N2O3Yb (ωB97M-V/def2-TZVPD, the Open Molecules 2025 dataset).

Calculated values
<S²>: 0.753
Calculated total energy (eV): -55344.059
HOMO (alpha / beta) (eV): -8.2 / -8.2
Orbital gap (alpha / beta) (eV): 6.30 / 6.32
2S+1: 2
Net charge: 0

Each line ends with the Mulliken charge.
Cartesian coordinates (Å):
Yb -0.7604 -1.5608 0.5233  0.64
O 2.6312 2.0843 0.3302  -0.67
C 3.4219 0.9737 0.1475  0.41
C 4.7920 1.2276 0.0294  -0.61
C 5.6866 0.1725 -0.1347  -0.26
C 5.2083 -1.1342 -0.1878  -0.73
C 3.8349 -1.3849 -0.0748  -0.39
C 2.9046 -0.3392 0.1026  0.25
C 1.3975 -0.5756 0.2774  0.63
O 1.1916 -1.7847 0.5234  -0.54
N 0.6437 0.4960 0.1762  -0.52
N -0.7065 0.3418 0.5233  -0.17
C -1.5023 0.4957 -0.4789  -0.26
C -2.9617 0.3847 -0.2953  0.51
C -3.7292 1.5111 -0.6409  -0.65
C -5.1031 1.5006 -0.4317  -0.55
C -5.6944 0.3640 0.1056  -0.50
C -4.9091 -0.7559 0.4224  -0.49
C -3.5128 -0.8034 0.2365  0.51
O -2.8215 -1.8386 0.5234  -0.72
H 1.7130 1.7095 0.3999  0.49
H 5.1474 2.2512 0.0787  0.41
H 6.7500 0.3692 -0.2135  0.38
H 5.8915 -1.9686 -0.3067  0.38
H 3.4771 -2.4118 -0.1098  0.43
H -1.1378 0.7559 -1.4858  0.49
H -3.2373 2.3953 -1.0300  0.41
H -5.7004 2.3727 -0.6675  0.37
H -6.7615 0.3310 0.2923  0.37
H -5.3926 -1.6367 0.8432  0.39
H -0.7604 -3.5436 0.5233  -0.03

=====

# C14H12AuClNO4S

A structure of composition C14H12AuClNO4S (ωB97M-V/def2-TZVPD, the Open Molecules 2025 dataset).

Calculated values
Calculated total energy (eV): -51443.996
HOMO (eV): -4.6
Orbital gap (eV): 7.31
2S+1: 1
Net charge: -1

Each line ends with the Mulliken charge.
Cartesian coordinates (Å):
Au -0.9756 -1.1825 0.4767  0.38
O -0.5116 -1.6152 -2.0180  -0.75
N 0.1394 -2.7098 -2.2387  0.52
C 0.6449 -2.8912 -3.4882  -0.22
C 1.3525 -4.0064 -3.8395  -0.66
C 1.5644 -4.9916 -2.8720  -0.14
C 1.0528 -4.7982 -1.6159  -0.71
C 0.3174 -3.6526 -1.2613  0.36
S -0.3301 -3.4434 0.3221  -0.48
H 0.4212 -2.0699 -4.1502  0.40
H 1.7251 -4.0953 -4.8500  0.36
H 2.1270 -5.8863 -3.1029  0.36
H 1.2005 -5.5326 -0.8358  0.33
C 0.4510 2.8033 2.5909  -1.39
C 1.6332 2.0436 3.1222  1.21
C 2.7816 2.7332 3.5070  -0.79
C 3.9240 2.0644 3.8999  0.18
Cl 5.3407 2.9837 4.3698  -0.26
C 3.9738 0.6827 3.9092  -0.53
C 2.8336 -0.0157 3.5515  -0.53
C 1.6650 0.6467 3.1859  0.00
O 0.6156 -0.1499 2.8432  -0.26
C -0.6573 0.0953 3.4521  -0.81
C -1.7131 0.7925 2.6002  0.74
O -2.4899 1.5374 3.1946  -0.70
O -1.7345 0.5439 1.3507  -0.66
H 0.7634 3.8106 2.3145  0.43
H -0.3642 2.8822 3.3108  0.31
H 0.0406 2.3152 1.7053  0.30
H 2.7845 3.8152 3.4686  0.37
H 4.8795 0.1679 4.1973  0.40
H 2.8191 -1.0971 3.5480  0.45
H -0.5388 0.6630 4.3766  0.40
H -1.0487 -0.8961 3.6922  0.40

=====

# C14H12AuF5IN5O5S2Te

A structure of composition C14H12AuF5IN5O5S2Te (ωB97M-V/def2-TZVPD, the Open Molecules 2025 dataset).

Calculated values
Calculated total energy (eV): -86744.710
HOMO (eV): -2.4
Orbital gap (eV): 6.72
2S+1: 1
Net charge: -2

Each line ends with the Mulliken charge.
Cartesian coordinates (Å):
Au 2.4978 1.4501 -1.5750  0.55
O 2.1926 -0.7053 -1.5404  -0.32
N 3.2561 -1.2714 -1.1647  0.20
O 4.1585 -0.5020 -0.8649  -0.43
N -0.1429 -5.5741 1.0140  -0.66
C -0.5981 -4.3043 1.4372  1.17
C -0.7513 -4.0202 2.7906  -0.65
C -1.1942 -2.7691 3.1989  -0.32
C -1.5044 -1.8035 2.2581  -0.41
C -1.3609 -2.0823 0.9049  -0.22
C -0.9175 -3.3260 0.4956  -0.79
S -1.9500 -0.1462 2.7458  1.10
O -3.2450 0.1364 2.1588  -0.75
O -1.8836 -0.1399 4.1968  -0.73
N -0.8901 0.7442 2.0066  -0.17
C 0.4223 0.7029 2.3244  0.17
S 1.0750 0.2095 3.9128  -0.13
C 2.6770 0.4540 3.3097  -0.40
C 2.6143 0.8806 2.0279  -0.55
N 1.3686 1.0199 1.4742  -0.01
H 0.4563 -6.0090 1.7000  0.23
H 0.3466 -5.5201 0.1321  0.25
H -0.4943 -4.7723 3.5302  0.26
H -1.2834 -2.5235 4.2491  0.45
H -1.5503 -1.3018 0.1761  0.32
H -0.7750 -3.5287 -0.5600  0.26
H 3.5554 0.2655 3.9056  0.36
H 3.4761 1.0874 1.4056  0.32
I -0.1546 4.0217 0.0370  0.07
C -1.0327 2.5185 -1.1266  -0.13
C -2.1250 1.8660 -0.5527  -0.46
C -2.6959 0.8217 -1.2494  -0.42
C -2.1521 0.4626 -2.4809  -0.64
C -1.0666 1.1645 -2.9569  -0.19
N -0.5068 2.1941 -2.2985  0.25
H -2.4746 2.1285 0.4325  0.45
H -3.5215 0.2841 -0.7996  0.37
H -2.5455 -0.3634 -3.0590  0.39
H -0.6080 0.8964 -3.8984  0.37
F 1.2587 1.9974 -4.3375  -0.46
Te 1.2905 3.8203 -3.7953  1.91
F 0.3710 3.9989 -5.4234  -0.41
F -0.3348 4.5745 -3.1895  -0.40
F 1.7367 5.6568 -3.7646  -0.43
F 2.8153 3.8314 -4.9164  -0.42
O 2.1902 3.4750 -2.2712  -0.91